1.
Computed, not measured: a single C2H6N2O molecule at a distorted geometry, with the ωB97M-V functional and the def2-TZVPD basis.

Computed properties:
Energy above the lowest of the compared OMol25 structures with the same formula, charge and spin, eV: 5.2451
2S+1: 1
HOMO energy, hartree: -0.3468
LUMO level, hartree: 0.031
SMILES: C/N=C\NO
Total charge: 0

Geometry as XYZ:
```
11
Properties=species:S:1:pos:R:3:forces:R:3:nbo_charge:R:1
C -0.4702 -1.7449 1.1618 0.11 1.71 0.71 -0.483
C 0.5646 -0.1731 -0.3803 -2.39 -1.58 2.87 0.238
H 0.2037 -1.4469 2.2744 -2.51 -1.50 -3.17 0.218
H -0.7453 -2.9580 0.9495 0.62 3.76 1.15 0.244
H -1.4936 -0.8854 1.1208 2.77 -3.12 0.24 0.177
H 1.3056 0.1255 -1.0361 1.39 0.37 -1.48 0.187
H -0.5736 1.2077 0.8135 0.46 -0.48 -0.45 0.380
H -0.7236 2.3486 -1.4850 1.27 -0.93 1.25 0.476
N 0.5382 -1.3613 0.1191 -0.62 1.09 0.04 -0.470
N -0.3909 0.8602 -0.1337 0.52 1.64 -1.36 -0.371
O 0.0537 2.0781 -0.9031 -1.63 -0.95 0.20 -0.598
```
Forces are in eV/Å.

***

2.
Computed, not measured: a gas-phase ion, C6H15NO2P (charge +1) at a distorted geometry, with the ωB97M-V functional and the def2-TZVPD basis.

Computed properties:
Energy above the lowest of the compared OMol25 structures with the same formula, charge and spin, eV: 0.7858
2S+1: 1
HOMO energy, hartree: -0.4308
LUMO level, hartree: -0.129
Total charge: +1

Geometry as XYZ:
```
25
Properties=species:S:1:pos:R:3:forces:R:3:nbo_charge:R:1
C 1.1206 1.1094 0.1377 0.04 0.09 1.48 0.129
C 0.6321 2.4931 0.5308 -1.76 -2.05 0.91 -0.667
C 2.1514 -1.7264 -0.4882 -1.94 4.16 -0.22 -0.400
C -3.0208 0.5564 -0.6440 1.22 2.40 0.99 -1.058
C -1.7090 -1.9987 0.2094 -1.44 1.33 1.21 -0.994
C 2.3788 0.6335 0.3770 -1.19 1.20 -0.08 0.025
N 2.9122 -0.5182 0.0181 0.23 -3.49 -0.41 -0.564
O -0.0520 0.1895 -0.4172 1.08 -0.51 1.20 -0.720
O -1.3512 0.4228 1.7239 -1.76 -0.46 -0.73 -0.979
P -1.7617 -0.1435 0.4247 2.59 -2.18 1.17 2.050
H 1.2008 2.8587 1.3992 -0.23 0.21 -0.68 0.263
H 0.5780 3.0811 -0.3329 0.72 1.58 -1.08 0.215
H -0.4622 2.4520 0.8108 1.23 -0.14 0.35 0.228
H 2.8190 -2.3962 -0.8260 2.50 -2.25 -1.20 0.216
H 1.5167 -2.2343 0.2204 -0.19 0.26 0.65 0.192
H 1.5311 -1.3804 -1.3638 0.59 -0.51 0.89 0.202
H -2.8808 1.6687 -0.4494 -0.55 -1.09 -0.37 0.283
H -3.0320 0.3747 -1.7074 0.31 -0.43 -0.20 0.293
H -3.9487 0.2558 -0.1898 -0.57 -0.15 0.20 0.300
H -2.1113 -2.3462 -0.7142 -0.69 0.22 -0.90 0.261
H -0.6974 -2.3429 0.1700 0.61 -0.17 0.86 0.269
H -2.3893 -2.4010 1.0227 1.24 0.21 -0.68 0.286
H 3.0987 1.3411 0.8755 -1.04 -0.55 -0.73 0.255
H 3.8810 -0.7442 0.2244 -0.48 0.54 0.16 0.415
H -0.4040 0.7955 -1.0115 -0.52 1.80 -2.77 0.499
```
Forces are in eV/Å.

***

3.
Computed, not measured: a molecular structure, C11H34FN8O5Sr at a distorted geometry, with the ωB97M-V functional and the def2-TZVPD basis.

Computed properties:
Energy above the lowest of the compared OMol25 structures with the same formula, charge and spin, eV: 3.7129
2S+1: 1
HOMO energy, hartree: -0.4222
LUMO level, hartree: -0.081
Total charge: +1

Geometry as XYZ:
```
60
Properties=species:S:1:pos:R:3:forces:R:3:nbo_charge:R:1
Sr 0.1258 0.7216 -0.2090 -0.95 1.07 -0.45 1.826
F -0.5699 3.0554 -0.2637 -0.02 -1.01 -0.01 -0.944
C 4.1962 2.7961 -1.7022 0.72 -0.34 -0.73 -0.617
C 2.8544 2.0881 -1.6775 1.20 0.03 0.87 -0.086
C 2.9809 0.7316 -2.4434 -1.74 0.18 0.46 -0.070
O 1.9379 -0.1718 -2.0146 0.31 -0.02 0.01 -0.586
C 1.9272 -1.3708 -2.7799 -0.47 -0.23 -0.17 -0.258
N 2.4595 1.9997 -0.2022 -0.11 -0.77 -1.76 -0.872
H 4.1525 3.7095 -1.1089 0.09 0.14 -0.37 0.218
H 4.5009 2.9649 -2.7350 -0.10 0.62 -0.10 0.219
H 5.0259 2.1902 -1.3382 -0.15 -0.25 0.50 0.202
H 2.2082 2.7814 -2.2160 -0.73 -0.44 0.33 0.222
H 3.9505 0.2387 -2.3729 0.19 0.12 0.34 0.178
H 2.7499 0.8938 -3.4962 0.47 0.40 -0.20 0.193
H 1.0012 -1.9168 -2.5995 0.06 0.22 0.41 0.212
H 2.7661 -2.0270 -2.5480 0.22 0.10 0.14 0.171
H 1.9201 -1.1924 -3.8552 0.24 0.40 -0.13 0.179
H 3.1945 1.4603 0.2324 0.22 -0.13 0.22 0.353
H 2.5472 2.9371 0.1635 -0.26 0.18 0.06 0.383
C 1.0711 -2.2045 3.1524 -1.76 1.89 -0.08 -0.621
C 0.6683 -0.9286 2.2891 1.45 -1.91 1.46 -0.098
C 0.7344 0.3368 3.1378 -1.34 -0.81 0.04 -0.077
O 0.1183 1.3786 2.4074 1.77 0.91 -0.06 -0.565
C 0.5385 2.6646 2.8868 -1.54 1.27 -0.26 -0.277
N 1.6529 -0.8826 1.2062 0.42 0.67 -0.13 -0.867
H 2.1483 -2.1756 3.3166 -0.15 -0.40 0.06 0.212
H 0.6634 -3.0954 2.6748 0.54 -0.12 -0.07 0.208
H 0.5148 -2.0809 4.0816 0.32 -0.42 0.39 0.215
H -0.3521 -1.0449 1.9240 0.00 0.05 -0.22 0.220
H 1.7213 0.5547 3.5461 0.35 0.18 -0.43 0.182
H 0.0886 0.1870 4.0031 0.05 -0.27 0.38 0.182
H 1.3829 3.1887 2.4391 0.71 -1.06 -0.29 0.184
H 0.6188 2.7137 3.9727 0.03 -0.35 0.05 0.177
H -0.2469 3.3567 2.5830 -0.33 -0.17 0.16 0.230
H 2.4953 -0.5573 1.6585 0.36 0.47 -0.03 0.355
H 1.9431 -1.8132 0.9418 -0.49 -0.26 -0.40 0.368
C -2.6469 1.0913 -2.2053 0.52 -0.04 -0.20 0.778
O -1.4992 0.6927 -2.2337 1.31 -0.13 0.58 -0.713
N -3.2396 1.9631 -1.4267 1.22 3.54 3.76 -0.878
N -3.5768 0.5448 -2.8898 -2.65 -3.99 -4.43 -0.814
H -2.5037 2.3144 -0.8306 0.19 1.27 0.79 0.449
H -3.8559 2.6879 -1.7657 0.10 -0.25 -0.23 0.408
H -3.2664 -0.2626 -3.4111 -0.58 0.26 -0.58 0.399
H -4.5111 0.9182 -2.9772 0.32 -0.36 0.02 0.401
C -0.9806 -2.8668 -0.5330 -2.06 2.51 -2.91 0.772
O -0.4418 -1.7905 -0.6794 1.82 1.05 0.90 -0.730
N -0.5883 -3.9508 -0.0106 4.36 -3.87 3.72 -0.800
N -2.1303 -3.0898 -1.1318 -3.23 0.21 -1.30 -0.818
H -1.0723 -4.8363 -0.0516 0.28 0.38 -0.05 0.410
H 0.3636 -3.9258 0.3260 -0.17 -0.56 0.18 0.401
H -2.6160 -3.9195 -0.8224 -0.67 0.57 -0.59 0.377
H -2.5869 -2.2682 -1.5014 -0.35 -0.39 0.09 0.409
C -3.3347 -0.3864 1.0643 3.79 1.52 -0.04 0.770
O -2.2280 0.1347 0.8061 -0.41 -0.55 0.67 -0.759
N -4.3896 -0.0802 0.4170 -2.98 1.48 -3.52 -0.810
N -3.6011 -1.2729 1.9721 0.08 -3.18 3.21 -0.822
H -4.1374 0.4653 -0.3947 -0.96 0.39 -0.34 0.425
H -5.2853 -0.5199 0.5733 0.22 0.47 -0.26 0.393
H -4.4570 -1.7817 1.8029 0.31 -0.06 0.92 0.387
H -3.1049 -1.3484 2.8485 -0.04 -0.19 -0.39 0.413
```
Forces are in eV/Å.

***

4.
Computed, not measured: 3 unconnected molecules or ions with the total composition C4H6O at a distorted geometry, with the ωB97M-V functional and the def2-TZVPD basis.

Computed properties:
Energy above the lowest of the compared OMol25 structures with the same formula, charge and spin, eV: 3.6798
2S+1: 1
HOMO energy, hartree: -0.3473
LUMO level, hartree: 0.037
Total charge: 0

Geometry as XYZ:
```
11
Properties=species:S:1:pos:R:3:forces:R:3:nbo_charge:R:1
O 2.9524 -0.1007 0.1176 -0.84 -0.15 -0.37 -0.513
C 1.9378 -0.2532 -0.3683 1.62 0.31 0.30 0.527
C -0.0813 0.2537 1.0201 -0.52 -0.01 0.37 -0.224
C -0.7645 0.9970 -0.0853 -0.09 0.30 -0.16 -0.428
C -1.1094 -0.3332 0.4973 -0.04 0.20 0.51 -0.179
H 0.3481 -1.3396 -1.3981 -0.27 -0.21 -0.25 0.008
H 0.6159 0.3181 1.8367 0.01 -0.02 -0.10 0.233
H -1.3858 1.8572 0.1680 0.05 -0.04 -0.13 0.183
H -0.2969 1.0618 -1.0778 -0.04 -0.13 0.24 0.181
H -1.8427 -1.1196 0.5455 0.09 0.03 -0.07 0.231
H -0.3463 -1.4238 -1.1403 0.03 -0.27 -0.36 -0.017
```
Forces are in eV/Å.

***

5.
Computed, not measured: 2 unconnected molecules or ions with the total composition C2H3BrN at a distorted geometry, with the ωB97M-V functional and the def2-TZVPD basis.

Computed properties:
Energy above the lowest of the compared OMol25 structures with the same formula, charge and spin, eV: 7.5203
2S+1: 1
HOMO energy (alpha / beta), hartree: -0.4376 / -0.5169
LUMO level (alpha / beta), hartree: -0.211 / -0.217
Total charge: +1

Geometry as XYZ:
```
7
Properties=species:S:1:pos:R:3:forces:R:3:nbo_charge:R:1
C -0.0665 0.7421 -0.2959 0.96 1.11 -4.15 0.281
C 1.0267 -1.4684 -1.6078 0.01 0.39 1.85 -0.131
N -0.4519 0.6235 1.0026 -1.29 -2.00 2.69 -0.924
Br 0.8715 -1.6457 -3.3112 -0.20 0.03 -1.23 0.343
H -1.1742 -0.1438 1.1171 0.61 0.78 0.69 0.462
H -0.6190 1.4336 1.5940 -1.20 1.23 -0.38 0.485
H 0.4133 0.4587 1.5012 1.12 -1.53 0.53 0.483
```
Forces are in eV/Å.

***

6.
Computed, not measured: 3 unconnected molecules or ions with the total composition C3H10NO3S at a distorted geometry, with the ωB97M-V functional and the def2-TZVPD basis.

Computed properties:
Energy above the lowest of the compared OMol25 structures with the same formula, charge and spin, eV: 2.1265
2S+1: 1
HOMO energy, hartree: -0.1178
LUMO level, hartree: 0.136
Total charge: -1

Geometry as XYZ:
```
18
Properties=species:S:1:pos:R:3:forces:R:3:nbo_charge:R:1
O 1.1288 -1.5719 -1.9598 -0.04 -0.85 -1.00 -0.660
C 0.0519 -1.3611 -1.4341 1.01 0.09 2.08 0.529
N -0.0932 -0.2714 -0.6440 -3.63 -2.16 -0.62 -0.634
C -1.4031 0.1358 -0.1359 0.56 0.98 1.97 -0.235
C -1.5430 1.6587 -0.4534 -0.29 1.50 2.37 -0.517
S -0.0918 2.8615 -0.1287 -0.43 -1.30 0.41 -0.743
H -0.7547 -2.1713 -1.2814 0.57 1.27 -0.77 0.109
H 0.6155 0.3716 -0.4436 1.36 1.29 -0.36 0.419
H -1.4277 -0.1373 1.0244 -0.20 0.92 -2.22 0.176
H -2.2494 -0.3727 -0.6202 0.54 -0.23 0.02 0.191
H -2.4504 2.1423 0.0498 1.07 -1.02 -0.46 0.188
H -1.6509 1.8589 -1.4783 -0.49 -0.54 -1.58 0.193
H 1.4113 -1.4547 0.8487 0.06 0.29 0.02 0.486
H 1.8311 -2.7330 0.2817 4.71 -3.68 -8.08 0.448
O 1.4354 -2.4060 0.9425 -4.70 3.28 8.30 -0.934
H 1.8522 1.2528 1.0179 -0.25 0.07 1.66 0.494
H 1.3575 1.2909 2.4657 -3.14 2.06 2.00 0.467
O 1.9805 0.9070 1.9486 3.29 -1.98 -3.74 -0.976
```
Forces are in eV/Å.